(1)
A 2-piece molecular cluster, C5H15N2O overall, computed with the ωB97M-V functional and the def2-TZVPD basis.

Each atom is followed by the atoms it is bonded to, with distances in Å.
Atoms and positions in Å:
1 C 1.409 1.202 1.910  C2 1.557, H8 1.086, H9 1.088, H10 1.098
2 C 1.155 1.177 0.374  C1 1.557, C3 1.567, H11 1.100, H12 1.082
3 C -0.259 1.732 -0.010  C2 1.567, C4 1.551, H13 1.103, H14 1.089
4 C -1.321 0.613 0.150  C3 1.551, N7 1.418, H15 1.134, H16 1.094
5 N -0.852 -2.145 0.926  C6 1.304, H17 1.004, H18 1.018
6 C -1.017 -1.784 -0.316  N5 1.304, N7 1.353, H19 1.083
7 N -1.188 -0.503 -0.716  C4 1.418, C6 1.353, H20 1.026
8 H 1.627 2.181 2.329  C1 1.086
9 H 0.557 0.714 2.381  C1 1.088
10 H 2.323 0.609 2.045  C1 1.098
11 H 1.914 1.780 -0.146  C2 1.100
12 H 1.326 0.156 0.058  C2 1.082
13 H -0.492 2.534 0.712  C3 1.103
14 H -0.136 2.250 -0.960  C3 1.089
15 H -2.276 1.143 -0.152  C4 1.134
16 H -1.287 0.483 1.236  C4 1.094
17 H -0.795 -1.453 1.652  N5 1.004
18 H -1.106 -3.114 1.101  N5 1.018
19 H -0.932 -2.484 -1.138  C6 1.083
20 H -0.827 -0.209 -1.630  N7 1.026
21 H 2.103 -0.656 -2.641  O23 0.958
22 H 1.875 0.075 -1.385  O23 0.962
23 O 1.382 -0.300 -2.121  H21 0.958, H22 0.962

Its total charge is +2. Its spin multiplicity is 2. Its HOMO energy (spin up / spin down) is -19.58 / -19.40 eV. Its expectation value of S² is 0.758.

(2)
One molecule with the formula C5H15N2S, computed with the ωB97M-V functional and the def2-TZVPD basis.

Each atom is followed by the atoms it is bonded to, with distances in Å.
Atoms and positions in Å:
1 C 0.665 1.137 0.120  N2 1.554, C6 1.506, H9 1.087, H10 1.126
2 N -0.455 0.379 0.885  C1 1.554, C3 1.514, H11 1.070, H19 1.112
3 C -0.261 -1.108 1.090  N2 1.514, C4 1.480, H12 1.055, H13 1.123
4 C -1.404 -1.731 1.796  C3 1.480, S5 1.738, H14 1.076, H15 1.131
5 S -1.007 -3.262 2.516  C4 1.738, H16 1.324
6 C 0.443 0.734 -1.313  C1 1.506, N7 1.562, C8 1.597, H17 1.150
7 N -1.017 1.227 -1.566  C6 1.562, H18 0.972, H20 0.963
8 C 1.722 1.149 -2.174  C6 1.597, H21 1.159, H22 1.104, H23 1.097
9 H 1.667 0.805 0.380  C1 1.087
10 H 0.476 2.245 0.197  C1 1.126
11 H -0.318 0.875 1.823  N2 1.070
12 H 0.686 -1.232 1.538  C3 1.055
13 H -0.085 -1.738 0.177  C3 1.123
14 H -2.169 -1.890 1.056  C4 1.076
15 H -1.966 -1.193 2.618  C4 1.131
16 H 0.170 -2.949 3.037  S5 1.324
17 H 0.357 -0.412 -1.324  C6 1.150
18 H -1.425 0.572 -2.157  N7 0.972
19 H -1.442 0.720 0.503  N2 1.112
20 H -0.962 1.999 -2.138  N7 0.963
21 H 1.992 2.275 -2.200  C8 1.159
22 H 2.690 0.821 -1.758  C8 1.104
23 H 1.644 0.576 -3.107  C8 1.097

Its total charge is 0. Its spin multiplicity is 2. Its HOMO energy (spin up / spin down) is -2.93 / -9.19 eV. Its expectation value of S² is 0.751.

Q: Which ΔE to the lowest compared entry with this formula, charge and spin values were calculated for the entries above? A: 336.6; 350.8, in kJ/mol.
Q: Which electronic energy values were calculated for the entries above? A: -10435.0801; -19238.5209, in eV.